(1)
A molecular structure, C50H43BaIN4P in a non-equilibrium geometry, computed with ωB97M-V/def2-TZVPD.

Geometry as XYZ:
```
100
Properties=species:S:1:pos:R:3:mulliken_charge:R:1
Ba -0.345 0.907 -0.179 1.678
C -6.429 -0.716 -2.677 -0.366
C -5.402 -1.560 -2.273 -0.787
C -4.575 -1.177 -1.250 -0.280
C -4.720 -0.006 -0.527 0.002
C -5.886 0.757 -0.833 -0.256
C -6.821 0.328 -1.852 -0.814
C -3.806 0.437 0.485 1.450
C -3.426 1.837 0.429 -0.076
C -3.226 2.655 1.536 -1.420
C -2.619 3.795 1.033 -1.255
C -2.319 3.453 -0.334 0.080
C -1.213 4.000 -1.221 1.458
C -1.490 4.224 -2.637 0.032
C -2.773 4.514 -3.154 -0.175
C -3.049 4.350 -4.502 -0.606
C -2.039 3.882 -5.354 -0.151
C -0.787 3.525 -4.895 -1.136
C -0.467 3.676 -3.500 -0.277
C 0.031 4.042 -0.658 0.226
N 0.394 3.316 0.487 -0.425
C 1.650 3.541 0.740 0.532
C 2.438 2.890 1.716 0.873
C 3.918 3.107 1.883 -0.376
C 4.455 3.778 2.971 -0.139
C 5.844 3.927 3.107 -0.658
C 6.704 3.484 2.063 -0.379
C 6.141 2.808 0.983 -0.856
C 4.781 2.617 0.902 0.169
C 1.948 1.820 2.496 -0.320
C 2.553 1.322 3.773 -1.090
C 1.928 0.152 4.028 -1.093
C 0.842 0.013 3.045 -0.091
N 0.850 1.045 2.264 0.423
C -0.065 -1.084 2.992 1.219
C -1.362 -1.104 2.519 0.036
C -2.425 -2.135 2.677 -1.496
C -3.438 -1.795 1.829 -1.039
C -3.099 -0.480 1.283 0.032
N -1.890 -0.083 1.779 -0.334
C 0.415 -2.444 3.424 0.162
C 1.544 -3.084 2.910 -0.068
C 1.899 -4.349 3.305 -0.784
C 1.120 -5.078 4.156 -0.645
C -0.009 -4.437 4.682 -0.419
C -0.293 -3.123 4.400 -0.671
C 2.279 4.483 -0.197 -1.216
C 1.274 4.839 -1.029 -0.837
N -2.897 2.314 -0.698 -0.229
H -6.937 -0.856 -3.622 0.378
H -5.183 -2.458 -2.811 0.419
H -3.651 -1.749 -1.025 0.426
H -5.965 1.785 -0.444 0.323
H -7.491 1.089 -2.106 0.367
H -3.598 2.419 2.504 0.674
H -2.198 4.713 1.504 0.467
H -3.580 4.792 -2.439 0.355
H -4.083 4.485 -4.888 0.312
H -2.398 3.704 -6.394 0.284
H -0.113 3.189 -5.655 0.420
H 0.470 3.271 -3.139 0.309
H 3.768 4.221 3.710 0.415
H 6.212 4.354 4.034 0.365
H 7.773 3.695 2.195 0.346
H 6.711 2.532 0.059 0.325
H 4.366 2.277 -0.009 0.238
H 3.398 1.676 4.290 0.579
H 2.317 -0.555 4.730 0.508
H -2.323 -3.110 3.034 0.518
H -4.369 -2.277 1.672 0.691
H 2.100 -2.585 2.088 0.528
H 2.841 -4.738 3.027 0.476
H 1.286 -6.120 4.431 0.377
H -0.576 -4.969 5.444 0.357
H -1.052 -2.743 5.072 0.485
H 3.286 4.826 -0.223 0.547
H 1.305 5.611 -1.797 0.518
I 2.475 0.928 -1.916 -0.690
C 0.036 -2.141 -3.514 -0.768
C 0.251 -3.437 -2.785 -0.512
P 1.263 -3.198 -1.210 0.711
C 3.026 -3.233 -1.770 -0.397
C 3.566 -4.184 -2.839 -1.281
C 1.252 -4.933 -0.533 -0.603
C -0.199 -5.472 -0.246 -1.277
H -0.332 -2.279 -4.520 0.378
H 0.954 -1.558 -3.546 0.198
H -0.759 -1.587 -3.001 0.023
H 0.728 -4.149 -3.464 0.396
H -0.759 -3.850 -2.435 0.200
H 3.520 -3.587 -0.833 0.315
H 3.251 -2.171 -1.967 0.170
H 3.251 -5.209 -2.701 0.278
H 4.621 -4.193 -2.891 0.423
H 3.331 -3.913 -3.896 0.283
H 1.870 -4.963 0.351 0.281
H 1.775 -5.641 -1.194 0.322
H -0.793 -4.747 0.310 0.216
H -0.055 -6.383 0.416 0.374
H -0.725 -5.762 -1.186 0.349
```

As for the HOMO-LUMO gap (spin up / spin down): 4.93 / 4.96 eV. The calculation puts the strongest force on any atom at 0.08197 Eh/bohr. The calculation puts the energy above the lowest of the compared OMol25 structures with the same formula, charge and spin at 2.251 eV. As for the total charge: -1. Its HOMO energy (spin up / spin down) is -3.7 / -3.7 eV.



(2)
A molecular structure, C50H43BrCl2N8O5S6Ti in a non-equilibrium geometry, computed with ωB97M-V/def2-TZVPD.

Geometry as XYZ:
```
116
Properties=species:S:1:pos:R:3:lowdin_spin:R:1
Ti -0.116 -0.113 -0.533 0.957
Cl 0.061 -0.263 2.104 0.004
C 1.568 -0.371 3.060 0.001
C 1.283 -0.684 4.379 0.000
C 2.314 -0.861 5.283 0.000
C 3.616 -0.741 4.818 0.000
C 3.861 -0.434 3.493 0.000
Cl 5.539 -0.385 3.016 0.000
C 2.856 -0.196 2.511 0.001
S 3.214 0.223 0.887 0.004
H 0.251 -0.796 4.685 0.000
H 2.108 -1.104 6.317 0.000
H 4.457 -0.900 5.480 0.000
C -6.392 -4.938 -1.052 0.000
O -5.481 -4.020 -0.475 0.000
C -5.863 -3.368 0.656 0.001
C -7.100 -3.499 1.264 0.000
C -7.379 -2.787 2.431 0.001
C -6.416 -1.976 2.992 0.000
C -5.165 -1.857 2.387 0.001
C -4.884 -2.518 1.203 0.000
N -3.654 -2.464 0.535 0.006
C -2.834 -1.386 0.319 0.013
N -3.262 -0.181 0.770 0.006
C -2.980 1.050 0.089 -0.001
C -1.860 1.261 -0.694 -0.014
C -1.839 2.510 -1.350 -0.001
C -2.831 3.455 -1.222 0.000
C -3.938 3.216 -0.395 0.001
C -4.005 2.006 0.257 0.000
O -5.044 1.619 1.076 0.000
C -6.107 2.533 1.242 0.000
N -1.717 -1.505 -0.335 0.005
C -1.375 -2.833 -0.777 0.000
C -1.313 -3.101 -2.133 0.000
C -0.892 -4.345 -2.588 0.000
C -0.531 -5.318 -1.670 0.000
C -0.596 -5.063 -0.304 0.000
C -1.024 -3.822 0.150 0.000
O -1.114 -3.488 1.462 0.000
C -0.273 -4.186 2.370 0.000
H -5.881 -5.370 -1.908 0.000
H -7.299 -4.430 -1.386 0.000
H -6.654 -5.727 -0.343 0.000
H -7.853 -4.142 0.833 0.000
H -8.351 -2.889 2.896 0.000
H -6.614 -1.442 3.912 0.000
H -4.394 -1.272 2.872 0.000
H -3.422 -3.276 -0.019 0.000
H -4.196 -0.185 1.149 0.000
H -0.988 2.751 -1.971 0.000
H -2.756 4.395 -1.757 0.000
H -4.714 3.959 -0.286 0.000
H -6.824 2.061 1.910 0.000
H -6.589 2.749 0.285 0.000
H -5.758 3.468 1.687 0.000
H -1.550 -2.303 -2.828 0.000
H -0.829 -4.534 -3.651 0.000
H -0.178 -6.284 -2.010 0.000
H -0.284 -5.820 0.400 0.000
H -0.336 -3.645 3.312 0.000
H 0.757 -4.173 2.011 0.000
H -0.616 -5.212 2.524 0.000
C -0.280 3.055 1.630 0.001
C 0.644 2.930 0.471 0.005
N 0.790 1.892 -0.313 0.005
C 1.704 2.253 -1.293 0.004
C 2.114 3.519 -1.086 0.000
N 1.441 3.948 0.047 0.002
C 1.576 5.249 0.650 0.000
N 2.949 5.539 0.980 0.000
N 3.540 6.652 0.499 0.000
N 4.724 6.749 0.979 0.000
C 4.937 5.658 1.808 0.000
C 6.059 5.304 2.569 0.000
C 5.967 4.153 3.309 0.000
C 4.793 3.354 3.295 0.000
C 3.693 3.683 2.549 0.000
C 3.799 4.874 1.810 0.000
H -1.080 2.328 1.530 0.000
H -0.741 4.043 1.658 0.000
H 0.233 2.873 2.578 0.000
H 1.995 1.555 -2.060 0.001
H 2.809 4.149 -1.611 0.000
H 0.976 5.267 1.557 0.000
H 1.245 6.039 -0.022 0.000
H 6.952 5.913 2.561 0.000
H 6.810 3.830 3.905 0.000
H 4.776 2.440 3.873 0.000
H 2.827 3.037 2.506 0.000
C -3.945 -0.357 -2.744 0.000
S -3.451 -0.382 -4.481 0.000
C -2.480 1.073 -4.587 -0.002
C -1.188 1.209 -4.199 0.001
S -0.156 0.068 -3.390 0.003
S -0.511 2.770 -4.588 0.000
C -1.896 3.535 -5.261 0.000
S -1.929 5.105 -5.802 0.000
S -3.232 2.471 -5.305 -0.001
H -4.649 -1.179 -2.602 0.000
H -4.430 0.584 -2.483 0.000
H -3.071 -0.506 -2.116 0.000
Br 3.861 -3.611 1.486 0.000
C 4.060 -3.258 -0.370 0.000
C 5.248 -3.693 -0.939 0.000
C 5.505 -3.464 -2.283 0.000
C 4.575 -2.791 -3.060 0.000
C 3.402 -2.343 -2.478 0.000
C 3.123 -2.566 -1.129 0.000
C 1.821 -2.048 -0.598 0.000
O 1.306 -2.431 0.434 0.003
O 1.207 -1.211 -1.415 -0.006
H 5.972 -4.201 -0.317 0.000
H 6.439 -3.806 -2.712 0.000
H 4.763 -2.607 -4.110 0.000
H 2.669 -1.800 -3.058 0.000
```

As for the HOMO-LUMO gap (spin up / spin down): 6.35 / 6.35 eV. The calculation puts the strongest force on any atom at 0.02210 Eh/bohr. Its spin multiplicity is 2. The calculation puts the energy above the lowest of the compared OMol25 structures with the same formula, charge and spin at 0.000 eV. As for the total charge: -1. Its HOMO energy (spin up / spin down) is -4.5 / -4.5 eV.



(3)
9 unconnected molecules or ions with the total composition C50H44Cl2N8O16 in a non-equilibrium geometry, computed with ωB97M-V/def2-TZVPD.

Geometry as XYZ:
```
120
Properties=species:S:1:pos:R:3:mulliken_charge:R:1
O -2.336 6.265 -0.480 -0.540
N -2.544 6.496 -1.630 0.918
O -3.135 7.465 -2.101 -0.575
C -1.897 5.527 -2.596 0.397
C -1.913 4.194 -2.222 -0.051
C -1.470 3.232 -3.046 -0.328
C -1.129 3.615 -4.403 -0.934
C -1.085 4.951 -4.684 -0.306
C -1.525 5.872 -3.867 -0.556
H -2.272 3.908 -1.244 0.226
H -1.350 2.222 -2.684 0.585
H -0.615 2.906 -5.036 0.405
H -0.772 5.297 -5.658 0.379
H -1.317 6.877 -4.202 0.354
O 2.052 -1.943 -3.629 -0.620
N 2.769 -1.563 -2.679 1.063
O 2.482 -1.810 -1.565 -0.319
C 4.074 -0.872 -3.003 -0.237
C 4.479 -0.508 -4.251 -0.347
C 5.584 0.289 -4.505 -0.717
C 6.477 0.457 -3.462 -0.334
C 6.196 0.013 -2.201 -0.692
C 5.045 -0.646 -1.954 0.202
H 3.755 -0.772 -5.008 0.447
H 5.875 0.636 -5.485 0.443
H 7.301 1.151 -3.535 0.390
H 6.849 0.263 -1.378 0.410
H 4.875 -0.924 -0.924 0.368
O -1.828 -2.016 1.793 -0.634
N -2.602 -2.516 0.995 1.335
O -3.059 -1.880 0.123 -0.628
C -2.994 -3.966 1.244 0.250
C -2.479 -4.631 2.370 -0.315
C -2.876 -5.897 2.709 -0.513
C -3.747 -6.638 1.896 -0.455
C -4.249 -5.989 0.680 -0.609
C -3.961 -4.658 0.458 -0.571
H -1.802 -4.088 3.013 0.372
H -2.533 -6.275 3.661 0.396
H -4.079 -7.636 2.144 0.432
H -4.937 -6.571 0.084 0.435
H -4.283 -4.104 -0.411 0.478
O -7.433 2.563 3.351 -0.580
N -6.898 2.079 2.355 0.947
O -7.623 1.318 1.703 -0.592
C -5.473 2.331 2.077 -0.045
C -4.736 1.610 1.107 -0.664
C -3.426 1.949 0.882 -0.246
C -2.754 2.874 1.623 -0.205
C -3.505 3.665 2.473 -0.779
C -4.829 3.401 2.740 -0.433
H -5.231 0.821 0.559 0.593
H -2.803 1.561 0.090 0.497
H -1.697 2.934 1.409 0.565
H -2.964 4.417 3.028 0.464
H -5.353 3.902 3.541 0.515
O -4.535 -3.547 -3.431 -0.565
N -3.702 -4.380 -3.753 1.024
O -3.790 -5.212 -4.668 -0.601
C -2.376 -4.360 -2.980 0.297
C -2.023 -3.093 -2.457 -0.529
C -0.766 -2.931 -1.918 -0.080
C 0.120 -3.970 -1.861 -0.007
C -0.259 -5.251 -2.357 -0.968
C -1.573 -5.488 -2.805 -0.844
H -2.625 -2.206 -2.588 0.297
H -0.401 -2.009 -1.491 0.432
H 1.125 -3.861 -1.483 0.547
H 0.463 -6.053 -2.341 0.477
H -1.950 -6.330 -3.366 0.469
O -0.514 0.872 4.396 -0.522
N -0.496 1.666 5.322 1.019
O 0.563 2.147 5.761 -0.588
C -1.737 2.029 6.022 -0.199
C -1.710 2.747 7.217 -0.350
C -2.877 3.237 7.767 -0.464
C -4.099 2.955 7.287 -0.611
C -4.144 2.298 6.006 -0.440
C -2.999 1.859 5.438 -0.084
H -0.856 2.850 7.870 0.387
H -2.842 3.730 8.727 0.328
H -5.005 3.287 7.771 0.407
H -5.071 2.219 5.457 0.517
H -3.083 1.404 4.462 0.588
O 1.868 -2.611 1.634 -0.491
N 1.664 -3.851 1.566 0.967
O 0.640 -4.365 2.077 -0.551
C 2.560 -4.715 0.774 0.296
C 3.784 -4.112 0.452 -0.207
C 4.725 -4.916 -0.156 -0.479
C 4.503 -6.288 -0.387 -0.494
C 3.240 -6.879 -0.123 -0.602
C 2.331 -6.106 0.553 -0.504
H 3.998 -3.098 0.756 0.416
H 5.648 -4.518 -0.550 0.384
H 5.204 -6.908 -0.927 0.349
H 3.101 -7.889 -0.481 0.427
H 1.343 -6.517 0.698 0.475
O 7.839 5.710 -1.409 -0.570
N 6.809 6.085 -1.834 0.907
O 6.469 7.217 -2.117 -0.552
C 5.714 5.138 -1.866 0.105
C 4.755 5.166 -2.885 -0.225
C 3.739 4.278 -3.017 -0.864
C 3.688 3.209 -2.133 -0.296
C 4.642 3.155 -1.132 -0.265
C 5.669 4.016 -0.991 -0.414
H 4.785 5.974 -3.602 0.373
H 3.041 4.467 -3.819 0.486
H 2.872 2.502 -2.168 0.516
H 4.656 2.354 -0.408 0.380
H 6.437 3.853 -0.250 0.423
Cl 0.536 1.568 -0.548 -0.047
C 0.190 0.365 0.789 0.550
C 1.387 0.524 1.723 -0.948
Cl 2.986 0.239 1.039 -0.101
H 0.165 -0.667 0.439 -0.422
H -0.760 0.601 1.268 0.020
H 1.252 -0.222 2.505 0.414
H 1.384 1.473 2.259 0.565
```

As for the HOMO-LUMO gap: 8.60 eV. The calculation puts the strongest force on any atom at 0.08671 Eh/bohr. The calculation puts the energy above the lowest of the compared OMol25 structures with the same formula, charge and spin at 2.443 eV. As for the total charge: 0. The SMILES is O=[N+]([O-])c1ccccc1.O=[N+]([O-])c1ccccc1.O=[N+]([O-])c1ccccc1.O=[N+]([O-])c1ccccc1.O=[N+]([O-])c1ccccc1.O=[N+]([O-])c1ccccc1.O=[N+]([O-])c1ccccc1.O=[N+]([O-])c1ccccc1.ClCCCl. Its HOMO energy is -9.8 eV.



(4)
A molecular structure, C50H45AsCl5DyN7S in a non-equilibrium geometry, computed with ωB97M-V/def2-TZVPD.

Geometry as XYZ:
```
110
Properties=species:S:1:pos:R:3:lowdin_spin:R:1
Dy -1.633 0.500 0.283 5.067
C -1.343 -1.255 5.814 0.000
N -0.627 -0.097 5.359 0.000
C 0.115 0.758 6.121 0.000
C 0.625 1.703 5.309 0.000
N 0.192 1.442 4.009 0.000
C -0.585 0.304 4.066 -0.001
S -1.349 -0.590 2.885 -0.010
C 0.573 2.199 2.894 0.000
C 1.358 3.345 3.085 0.000
C 1.818 4.043 1.987 0.000
C 1.482 3.597 0.718 0.000
C 0.664 2.489 0.617 -0.002
N 0.200 1.797 1.672 -0.007
H -0.972 -1.552 6.791 0.000
H -1.198 -2.062 5.097 0.000
H -2.413 -1.045 5.877 0.000
H 0.230 0.627 7.178 0.000
H 1.256 2.523 5.569 0.000
H 1.611 3.695 4.070 0.000
H 2.442 4.911 2.120 0.000
H 1.839 4.099 -0.165 0.000
H 0.364 2.130 -0.369 -0.001
C -0.899 6.896 -0.207 0.000
C -0.647 5.911 -1.149 0.000
C -1.081 4.613 -0.954 0.000
C -1.813 4.281 0.188 -0.001
C -2.053 5.281 1.139 -0.001
C -1.599 6.568 0.945 0.000
N -2.370 3.005 0.375 -0.013
N -3.569 3.150 0.876 0.002
C -4.303 2.112 1.311 -0.001
C -5.666 2.387 1.551 0.000
C -6.454 1.417 2.122 0.000
C -5.864 0.204 2.476 0.001
C -4.528 0.000 2.181 0.000
N -3.744 0.905 1.595 -0.010
H -0.558 7.907 -0.371 0.000
H -0.132 6.164 -2.064 0.000
H -0.906 3.876 -1.720 0.000
H -2.602 5.022 2.031 0.000
H -1.817 7.326 1.682 0.000
H -6.046 3.360 1.279 0.000
H -7.499 1.601 2.322 0.000
H -6.432 -0.567 2.970 0.000
H -4.053 -0.935 2.456 0.000
Cl -1.396 1.505 -2.369 -0.007
C -2.904 0.644 -2.499 0.000
C -3.235 -0.127 -1.383 -0.007
C -4.413 -0.860 -1.541 0.001
Cl -4.886 -1.861 -0.222 0.000
C -5.207 -0.832 -2.683 0.000
Cl -6.633 -1.781 -2.796 0.000
C -4.816 -0.030 -3.755 0.000
Cl -5.760 0.016 -5.187 0.000
C -3.644 0.723 -3.670 0.000
Cl -3.144 1.711 -4.988 0.000
C 3.525 -0.341 -6.565 0.000
C 2.951 -0.255 -5.188 0.000
C 3.688 0.256 -4.130 0.000
C 3.203 0.241 -2.833 0.000
C 4.069 0.798 -1.738 0.000
C 1.951 -0.338 -2.561 0.000
As 1.554 -0.483 -0.603 0.000
N -0.148 -1.117 -0.329 -0.010
C -0.457 -2.444 -0.294 0.000
C 0.303 -3.431 -0.951 0.000
C -0.067 -4.755 -0.923 0.000
C -1.207 -5.156 -0.242 0.000
C -1.987 -4.200 0.394 0.000
C -1.628 -2.870 0.371 -0.001
C 2.793 -1.987 -0.007 0.001
C 2.833 -2.113 1.392 0.000
C 2.036 -1.178 2.258 0.000
C 3.609 -3.083 2.008 0.000
C 4.423 -3.928 1.271 0.000
C 5.303 -4.970 1.890 0.000
C 4.404 -3.780 -0.105 0.000
C 3.605 -2.850 -0.760 0.000
C 3.707 -2.866 -2.259 0.000
C 1.160 -0.767 -3.630 0.000
C -0.212 -1.358 -3.482 0.000
C 1.674 -0.718 -4.922 0.000
H 4.531 0.064 -6.593 0.000
H 2.911 0.198 -7.283 0.000
H 3.564 -1.383 -6.879 0.000
H 4.672 0.659 -4.321 0.000
H 4.994 1.192 -2.153 0.000
H 4.318 0.022 -1.008 0.000
H 3.553 1.603 -1.208 0.000
H 1.161 -3.122 -1.526 0.000
H 0.533 -5.485 -1.448 0.000
H -1.491 -6.196 -0.219 0.000
H -2.889 -4.498 0.908 0.000
H -2.257 -2.132 0.878 -0.001
H 0.975 -1.253 2.014 0.000
H 2.366 -0.149 2.084 0.000
H 2.167 -1.415 3.311 0.000
H 3.585 -3.167 3.086 0.000
H 5.225 -4.967 2.973 0.000
H 6.340 -4.789 1.612 0.000
H 5.031 -5.958 1.520 0.000
H 5.033 -4.426 -0.701 0.000
H 3.889 -3.883 -2.599 0.000
H 4.548 -2.254 -2.587 0.000
H 2.812 -2.490 -2.739 0.000
H -0.639 -1.185 -2.496 0.000
H -0.177 -2.435 -3.651 0.000
H -0.882 -0.933 -4.228 0.000
H 1.061 -1.081 -5.734 0.000
```

As for the HOMO-LUMO gap (spin up / spin down): 4.41 / 4.42 eV. The calculation puts the strongest force on any atom at 0.08552 Eh/bohr. Its spin multiplicity is 6. As for the total charge: +1. Its HOMO energy (spin up / spin down) is -8.9 / -8.9 eV.



Among the records above, which one has the highest strongest force on any atom? C50H44Cl2N8O16



Which of these has the highest total charge? C50H45AsCl5DyN7S



Which value of strongest force on any atom does entry 2 give? 0.02210 Eh/bohr



Which value of strongest force on any atom does entry 1 give? 0.08197 Eh/bohr